Record 1
DFT (the ωB97M-V functional and the def2-TZVPD basis) results for C37H49ClIrN6O2S2Si2 as an isolated structure in a non-equilibrium geometry.

The geometry in XYZ format:
```
100
Properties=species:S:1:pos:R:3:forces:R:3
Ir -0.5984 0.7078 0.5023 0.467 2.199 0.854
C -1.3268 -1.6715 4.6365 0.063 0.451 -0.069
Si -0.5026 -0.0967 3.9510 0.073 0.093 0.366
C 1.3069 -0.6010 3.8045 -0.311 0.125 -0.270
C -0.4385 1.3227 5.2232 -0.179 -0.426 -0.183
N -1.3070 0.4518 2.4630 1.151 -0.629 -0.948
C -2.6150 0.8409 2.5458 -1.118 0.410 0.027
C -3.3622 0.8077 3.7450 0.311 0.080 -0.104
C -4.6697 1.2191 3.8191 -0.215 0.071 -0.118
C -5.3025 1.6951 2.6709 0.003 -0.075 0.221
C -4.6075 1.7439 1.4882 0.266 0.052 -0.177
C -3.2616 1.3277 1.3698 -0.513 -0.032 1.080
N -2.5514 1.3815 0.2047 1.156 -0.623 -0.805
Si -3.3844 1.9737 -1.2531 -0.190 0.174 -0.094
C -4.8138 0.7877 -1.6665 0.176 0.410 0.140
C -2.3834 2.0213 -2.8499 0.040 -0.123 0.429
C -3.9077 3.7904 -1.0159 -0.095 -0.478 -0.052
H -0.7014 -2.0836 5.4294 0.082 0.001 0.032
H -1.4107 -2.4316 3.8585 0.033 0.000 -0.101
H -2.3191 -1.5174 5.0541 -0.046 -0.013 -0.022
H 1.6550 -0.8783 4.7992 -0.120 0.009 0.133
H 1.9388 0.2068 3.4429 0.117 0.045 0.042
H 1.4366 -1.4615 3.1525 0.056 -0.105 0.012
H 0.2153 1.0339 6.0473 0.057 -0.023 0.033
H -1.4032 1.5867 5.6516 -0.021 0.051 -0.006
H -0.0172 2.2234 4.7732 0.051 0.012 -0.076
H -2.8814 0.4534 4.6409 -0.079 -0.018 0.080
H -5.2018 1.1794 4.7597 0.016 -0.032 0.027
H -6.3309 2.0271 2.7114 -0.018 0.004 -0.033
H -5.1057 2.1239 0.6132 -0.118 0.008 0.022
H -4.4553 -0.2426 -1.6716 0.102 -0.036 0.011
H -5.1959 1.0088 -2.6636 0.003 0.033 -0.081
H -5.6525 0.8408 -0.9763 -0.024 -0.035 0.030
H -2.1028 1.0244 -3.1840 -0.004 -0.045 -0.079
H -1.4822 2.6248 -2.7685 0.025 0.106 -0.083
H -3.0143 2.4680 -3.6188 -0.162 0.032 0.048
H -4.7219 3.9356 -0.3096 0.005 0.033 0.043
H -4.2336 4.1980 -1.9738 0.009 0.017 -0.075
H -3.0640 4.3910 -0.6718 0.101 -0.034 0.006
S 0.1431 0.8284 -1.7575 0.678 -0.207 0.478
C 1.8114 0.4782 -1.7737 -1.680 0.949 -1.615
N 2.5136 0.7232 -2.8970 0.098 -0.587 0.607
C 3.9602 0.6804 -2.8004 0.492 -0.070 0.251
C 4.4035 -0.4788 -1.9228 -0.004 0.099 -0.449
N 3.7459 -0.3972 -0.6315 -0.614 0.454 -0.399
C 4.4613 -0.8593 0.5472 0.153 -0.320 0.247
C 4.5050 -2.3659 0.7042 -0.130 -0.007 0.005
C 3.8921 -2.9566 1.8025 0.060 0.097 0.002
C 3.9762 -4.3249 2.0078 -0.032 -0.044 0.033
C 4.6569 -5.1234 1.1026 -0.023 0.025 0.024
C 5.2543 -4.5444 -0.0067 0.023 -0.013 -0.076
C 5.1833 -3.1747 -0.2025 0.043 0.022 0.030
C 2.4505 -0.0244 -0.6074 0.556 -0.736 2.349
S 1.5630 -0.1869 0.8404 0.003 0.231 -0.847
C 1.8785 0.9824 -4.1803 -0.232 0.089 -0.260
C 1.0991 -0.2142 -4.6822 -0.036 -0.038 0.035
C -0.2358 -0.0845 -5.0381 0.085 0.049 -0.040
C -0.9709 -1.1956 -5.4223 -0.029 0.011 -0.005
C -0.3735 -2.4458 -5.4484 -0.036 0.001 -0.054
C 0.9729 -2.5740 -5.1412 0.068 -0.027 0.031
C 1.7068 -1.4616 -4.7651 -0.038 -0.003 -0.003
H 4.3289 1.6170 -2.3644 0.003 0.006 -0.113
H 4.3910 0.5699 -3.7937 -0.057 0.008 0.010
H 5.4828 -0.4303 -1.7742 -0.056 -0.002 0.018
H 4.1588 -1.4276 -2.4125 0.057 -0.009 0.063
H 3.9780 -0.4318 1.4247 0.101 0.097 -0.043
H 5.4807 -0.4668 0.4884 -0.081 0.048 -0.072
H 3.3704 -2.3309 2.5153 -0.020 -0.004 0.035
H 3.5185 -4.7633 2.8841 -0.025 -0.024 0.008
H 4.7355 -6.1891 1.2660 -0.019 -0.028 -0.001
H 5.7929 -5.1588 -0.7150 0.016 -0.017 -0.008
H 5.6890 -2.7396 -1.0547 0.039 0.010 -0.021
H 2.6747 1.2360 -4.8805 -0.014 0.078 0.057
H 1.2075 1.8423 -4.0974 0.058 0.027 0.029
H -0.6984 0.8939 -5.0154 -0.049 0.010 0.065
H -2.0120 -1.0812 -5.6930 -0.023 -0.014 0.004
H -0.9510 -3.3184 -5.7213 -0.005 -0.010 -0.043
H 1.4525 -3.5418 -5.1933 -0.001 -0.022 0.003
H 2.7620 -1.5701 -4.5426 0.027 -0.010 0.084
N -2.8895 -3.6353 0.4950 0.053 -0.031 -0.044
C -1.9337 -3.8305 -0.5963 0.072 0.244 0.074
C -1.0054 -2.6020 -0.6694 -0.043 -0.447 -0.130
O -0.0015 -2.5298 -1.3163 -0.048 0.014 0.033
O -1.4768 -1.5984 0.0837 0.021 0.643 0.230
H -3.8233 -3.9503 0.2748 0.029 -0.021 0.008
H -2.2954 -1.9706 0.5327 0.134 0.189 -0.050
H -2.5839 -4.0753 1.3533 -0.085 -0.075 -0.032
H -2.4566 -3.8854 -1.5518 -0.005 0.040 0.011
H -1.3296 -4.7345 -0.5133 0.080 0.087 0.021
Cl 2.6274 5.4625 -0.4504 0.089 0.014 -0.078
C 1.3962 4.7718 0.5293 -0.266 -0.116 0.247
C 0.7658 5.5107 1.5210 0.000 -0.120 -0.052
C -0.2183 4.8884 2.2725 0.209 0.032 -0.162
C -0.5411 3.5691 2.0069 -0.476 -0.184 0.319
N 0.0682 2.8769 1.0491 -0.530 -2.153 -0.791
C 1.0193 3.4549 0.3249 0.365 0.088 -0.284
H 1.0423 6.5412 1.6926 0.005 0.025 0.009
H -0.7313 5.4242 3.0569 -0.052 -0.047 0.024
H -1.3083 3.0497 2.5671 -0.040 -0.018 -0.050
H 1.4901 2.8596 -0.4451 -0.019 0.028 0.018
```
Forces are in eV/Å.

net charge = +1
HOMO-LUMO gap (spin up / spin down) = 4.17 / 4.16 eV
LUMO (spin up / spin down) = -4.199 / -4.208 eV
HOMO (spin up / spin down) = -8.37 / -8.36 eV
E_tot = -104986.014 eV

=====

Record 2
DFT (the ωB97M-V functional and the def2-TZVPD basis) results for C37H49CrN3O2P2S as an isolated structure in a non-equilibrium geometry.

The geometry in XYZ format:
```
95
Properties=species:S:1:pos:R:3:forces:R:3
Cr -0.4766 -0.0896 -0.1033 0.252 -1.300 -1.136
C -0.5274 2.8463 2.4020 0.049 -0.117 -0.244
P -1.2164 1.1942 2.0030 -0.363 0.230 0.907
C -2.9692 1.5007 2.4752 0.022 -0.138 -0.280
C -0.7021 0.1530 3.4327 0.270 -0.030 -0.150
C -0.5066 0.7021 4.6960 -0.007 0.048 0.041
C -0.0585 -0.0802 5.7504 -0.049 0.018 0.009
C 0.1802 -1.4323 5.5559 -0.027 -0.015 0.022
C -0.0248 -1.9928 4.3049 -0.048 -0.039 0.003
C -0.4579 -1.2129 3.2374 0.297 0.059 -0.135
P -0.6465 -1.8441 1.5253 -0.429 -0.395 1.182
C -2.3942 -2.3926 1.6424 0.107 0.061 -0.260
C 0.2138 -3.4548 1.5184 0.162 0.315 -0.206
H -0.9531 3.2288 3.3278 0.018 -0.009 0.036
H -0.7970 3.5317 1.5997 0.005 -0.021 0.067
H 0.5563 2.7966 2.4595 0.019 -0.019 0.032
H -3.0347 1.6976 3.5450 0.040 0.015 0.007
H -3.5916 0.6380 2.2376 0.004 0.007 0.027
H -3.3511 2.3596 1.9246 -0.010 -0.032 -0.019
H -0.6884 1.7556 4.8678 -0.005 -0.001 0.016
H 0.0966 0.3672 6.7236 0.008 -0.007 -0.005
H 0.5209 -2.0490 6.3775 0.012 0.006 -0.010
H 0.1621 -3.0497 4.1594 0.021 0.002 0.022
H -2.5431 -2.9256 2.5810 0.007 0.002 0.017
H -2.6180 -3.0427 0.7987 -0.025 0.057 -0.028
H -3.0601 -1.5298 1.6113 -0.030 -0.039 -0.009
H -0.3331 -4.1798 2.1188 0.001 0.003 0.035
H 1.2297 -3.3512 1.9006 -0.004 -0.022 -0.003
H 0.2563 -3.8022 0.4866 -0.028 -0.016 0.003
C -2.8452 4.0145 -5.1101 0.124 0.047 -0.003
C -1.4156 4.4532 -4.9371 -0.071 -0.168 0.054
C -0.8708 5.4663 -5.7124 0.030 -0.016 0.059
C 0.4408 5.8834 -5.5384 0.010 0.046 -0.042
C 1.2166 5.3039 -4.5500 0.020 0.007 -0.030
C 0.6929 4.2969 -3.7539 -0.079 -0.014 0.096
C -0.6107 3.8505 -3.9597 0.167 0.156 -0.204
N -1.1974 2.8379 -3.1695 -0.085 0.014 0.084
C -0.5811 1.8703 -2.4240 -0.067 -0.182 -0.210
N 0.5915 1.4378 -2.9061 0.026 0.151 -0.023
C 1.4447 0.4268 -2.4220 0.020 -0.227 0.265
C 1.1374 -0.3065 -1.2822 0.162 0.216 -0.024
C 2.0438 -1.2957 -0.9091 0.002 -0.111 0.007
C 3.2057 -1.5415 -1.6177 -0.021 -0.040 0.039
C 3.4784 -0.7946 -2.7552 -0.052 0.021 -0.014
C 2.6060 0.1943 -3.1776 0.116 0.017 -0.067
C 2.9122 0.9920 -4.4201 -0.012 -0.047 0.095
N -1.1585 1.3573 -1.3576 -0.175 0.216 -0.168
C -2.3940 1.9801 -0.9634 -0.214 0.301 -0.035
C -2.3567 3.2924 -0.4822 0.004 -0.057 -0.013
C -3.5159 3.9627 -0.1336 0.054 0.092 -0.020
C -4.7375 3.3166 -0.2437 -0.055 -0.025 -0.052
C -4.7823 2.0196 -0.7281 -0.025 0.083 0.023
C -3.6316 1.3364 -1.1213 0.183 -0.031 -0.017
C -3.7456 -0.0207 -1.7568 0.083 0.006 0.066
H -3.3015 4.5278 -5.9532 -0.032 -0.006 0.010
H -3.4368 4.2497 -4.2189 -0.055 -0.024 -0.041
H -2.9111 2.9387 -5.2861 -0.034 0.004 -0.002
H -1.4908 5.9358 -6.4659 0.006 -0.012 -0.016
H 0.8489 6.6654 -6.1642 -0.010 0.007 0.011
H 2.2301 5.6434 -4.3822 0.001 -0.011 0.000
H 1.2897 3.8871 -2.9491 0.008 -0.008 -0.011
H -2.1873 2.9313 -3.0143 -0.021 0.040 0.139
H 0.8861 1.8811 -3.7610 -0.072 -0.020 -0.048
H 1.8211 -1.9067 -0.0394 0.061 0.007 0.020
H 3.8988 -2.3101 -1.2972 -0.036 -0.026 -0.005
H 4.3731 -0.9938 -3.3319 0.011 0.035 -0.004
H 3.8436 0.6429 -4.8596 0.003 0.042 -0.041
H 3.0286 2.0571 -4.2000 -0.005 0.009 -0.043
H 2.1323 0.8839 -5.1797 0.004 0.015 -0.013
H -1.3988 3.7956 -0.4154 -0.003 -0.030 -0.056
H -3.4679 4.9889 0.2078 0.022 -0.017 0.032
H -5.6515 3.8320 0.0205 -0.007 -0.032 0.024
H -5.7397 1.5251 -0.8384 0.006 -0.011 -0.010
H -4.7755 -0.3730 -1.7351 -0.009 0.041 -0.010
H -3.1144 -0.7519 -1.2544 0.067 -0.103 -0.038
H -3.4217 0.0173 -2.7996 0.018 -0.036 -0.002
O 1.6157 0.7720 1.3386 -0.266 0.111 0.043
S 2.5039 0.3072 2.4593 0.444 0.288 -0.144
C 4.0376 -0.3636 1.7025 -0.161 -0.095 0.182
C 5.2262 0.1447 2.5327 0.016 0.031 0.035
C 4.6657 1.0017 3.6763 0.087 -0.027 -0.048
C 3.4661 1.7263 3.0930 -0.235 -0.294 0.121
H 4.0316 -0.0031 0.6750 -0.053 0.008 -0.017
H 3.9510 -1.4493 1.6937 0.001 0.029 -0.053
H 5.8680 0.7588 1.9012 0.024 -0.022 0.008
H 5.8317 -0.6737 2.9178 -0.008 -0.012 -0.040
H 5.4156 1.6769 4.0845 -0.056 0.050 0.003
H 4.3195 0.3581 4.4907 0.089 0.041 0.052
H 3.7148 2.3657 2.2444 -0.020 -0.010 -0.028
H 2.8794 2.2752 3.8279 -0.060 -0.028 -0.034
C -0.8452 -2.3519 -2.1441 0.006 0.155 -0.066
O -1.0921 -1.7845 -0.8866 -0.107 0.821 0.339
H -1.0321 -1.6366 -2.9570 0.007 -0.050 -0.026
H -1.5066 -3.2137 -2.2858 -0.020 0.043 -0.005
H 0.1896 -2.7003 -2.2423 -0.029 0.016 -0.022
```
Forces are in eV/Å.

spin multiplicity = 4
net charge = +1
HOMO-LUMO gap (spin up / spin down) = 8.07 / 8.68 eV
LUMO (spin up / spin down) = -2.166 / -1.693 eV
HOMO (spin up / spin down) = -10.23 / -10.37 eV
E_tot = -105560.517 eV